Record 1
Below is 2 unconnected molecules or ions with the total composition C4H8O, with properties calculated with ωB97M-V/def2-TZVPD.

## Properties
**2S+1**: 2
**HOMO energy (spin up / spin down)**: -15.28 / -14.89 eV
**Total charge**: +1
**ΔE to the lowest compared entry with this formula, charge and spin**: 2.574 eV

The geometry in XYZ format:
```
13
Properties=species:S:1:pos:R:3:mulliken_spin:R:1
C -0.577 -0.199 1.439 0.09
C -1.745 -0.305 0.779 0.03
H -0.269 -1.131 1.953 0.00
H -0.129 0.743 1.694 0.00
H -2.380 -1.270 0.835 0.00
H -2.378 0.534 0.547 0.00
O 1.207 -1.556 -0.746 0.70
C 0.661 -0.529 -1.063 -0.05
C 1.341 0.802 -1.007 0.12
H -0.387 -0.498 -1.435 0.11
H 2.010 0.956 -0.099 0.00
H 0.485 1.504 -1.130 0.00
H 2.162 0.948 -1.769 -0.01
```


Record 2
Below is 2 unconnected molecules or ions with the total composition C10H16, with properties calculated with ωB97M-V/def2-TZVPD.

## Properties
**2S+1**: 1
**HOMO energy**: -8.63 eV
**ΔE to the lowest compared entry with this formula, charge and spin**: 2.115 eV
**SMILES**: CCc1ccccc1.CC

The geometry in XYZ format:
```
26
Properties=species:S:1:pos:R:3:nbo_charge:R:1
C -2.327 2.359 -0.131 -0.60
C -1.955 1.620 1.176 -0.61
H -2.071 3.472 -0.005 0.20
H -1.979 1.818 -0.899 0.21
H -3.375 2.457 -0.266 0.20
H -1.957 2.217 2.087 0.20
H -0.910 1.296 1.097 0.20
H -2.520 0.719 1.369 0.20
C 2.408 -0.583 0.684 -0.44
C 1.846 0.186 1.881 -0.60
C 1.326 -1.038 -0.201 -0.01
C -0.026 -1.428 0.194 -0.23
C 1.591 -1.172 -1.604 -0.20
C -1.027 -1.664 -0.787 -0.22
C 0.586 -1.280 -2.510 -0.23
C -0.721 -1.387 -2.121 -0.22
H 3.261 -0.002 0.167 0.22
H 3.070 -1.412 0.908 0.23
H 1.123 -0.322 2.448 0.20
H -0.268 -1.564 1.263 0.22
H 2.657 -1.130 -1.980 0.21
H -2.008 -2.026 -0.439 0.22
H 0.757 -1.661 -3.557 0.22
H -1.413 -1.071 -2.955 0.22
H 1.257 1.144 1.668 0.21
H 2.674 0.453 2.513 0.21
```


Record 3
Below is a molecular structure, C26H40FN7O4Ti, with properties calculated with ωB97M-V/def2-TZVPD.

## Properties
**2S+1**: 2
**HOMO energy (spin up / spin down)**: -15.59 / -16.00 eV
**Total charge**: +3
**ΔE to the lowest compared entry with this formula, charge and spin**: 0.456 eV

The geometry in XYZ format:
```
79
Properties=species:S:1:pos:R:3:mulliken_spin:R:1
Ti 0.152 -0.222 0.354 0.94
N -1.663 0.876 -0.119 -0.01
C -2.726 0.301 -1.010 0.01
C -3.169 -1.085 -0.577 0.00
C -2.108 -2.169 -0.658 0.01
N -1.097 -2.026 0.432 0.00
H -2.071 1.043 0.803 0.00
H -1.419 1.811 -0.442 0.01
H -2.319 0.276 -2.021 0.00
H -3.574 0.983 -1.013 0.00
H -4.000 -1.376 -1.221 0.00
H -3.590 -1.041 0.434 0.00
H -1.570 -2.106 -1.604 -0.01
H -2.565 -3.155 -0.606 0.00
H -0.470 -2.829 0.430 0.00
H -1.577 -2.091 1.331 0.00
F 4.100 5.416 -1.333 0.00
C 4.036 4.679 -0.212 0.00
C 3.187 3.626 -0.172 0.00
C 3.151 2.804 0.966 -0.01
C 2.210 1.726 1.067 -0.01
O 1.416 1.392 0.119 -0.01
C 2.169 1.030 2.294 0.04
C 3.074 1.298 3.280 0.00
N 3.989 2.268 3.166 0.00
C 4.901 2.507 4.292 0.00
C 5.567 1.325 4.921 0.00
C 6.366 2.277 4.085 0.00
C 4.017 3.075 2.034 0.00
C 4.869 4.192 1.980 0.00
C 4.884 5.019 0.879 0.00
N 5.703 6.160 0.861 0.00
C 5.405 7.300 0.001 0.00
C 5.890 8.580 0.650 0.00
N 7.369 8.468 0.956 0.00
C 7.654 7.264 1.829 0.00
C 7.128 6.028 1.133 0.00
C 1.071 0.019 2.280 -0.01
O 1.255 -1.171 1.913 0.03
O -0.123 0.502 2.203 0.01
H 2.551 3.418 -1.022 0.00
H 3.089 0.757 4.217 0.00
H 4.577 3.321 4.928 0.00
H 5.376 0.343 4.511 0.00
H 5.685 1.354 5.994 0.00
H 6.678 1.927 3.109 0.00
H 7.053 2.949 4.580 0.00
H 5.484 4.437 2.835 0.00
H 4.333 7.408 -0.131 0.00
H 5.849 7.191 -0.996 0.00
H 5.398 8.765 1.603 0.00
H 5.758 9.439 -0.002 0.00
H 7.705 9.322 1.406 0.00
H 7.892 8.383 0.080 0.00
H 7.137 7.453 2.767 0.00
H 8.727 7.224 1.999 0.00
H 7.332 5.167 1.764 0.00
H 7.680 5.871 0.194 0.00
C 2.989 -2.601 -0.884 0.00
N 2.788 -1.759 -2.067 0.00
C 3.767 -1.919 -3.162 0.00
C 3.050 -1.863 -4.490 0.00
C 2.298 -0.558 -4.597 0.00
N 1.518 -0.313 -3.366 0.00
C 0.411 0.628 -3.512 0.00
C 1.728 -0.987 -2.238 0.01
O 0.844 -0.883 -1.292 0.00
H 2.759 -3.641 -1.120 0.00
H 2.383 -2.273 -0.048 0.00
H 4.036 -2.538 -0.596 0.00
H 4.258 -2.878 -3.015 0.00
H 4.526 -1.137 -3.080 0.00
H 2.355 -2.703 -4.561 0.00
H 3.758 -1.950 -5.312 0.00
H 1.593 -0.576 -5.426 0.00
H 2.973 0.286 -4.756 0.00
H -0.477 0.133 -3.908 0.00
H 0.725 1.395 -4.216 0.00
H 0.176 1.112 -2.569 0.00
```


Record 4
Below is 2 unconnected molecules or ions with the total composition C6H6BCl4NS, with properties calculated with ωB97M-V/def2-TZVPD.

## Properties
**2S+1**: 1
**HOMO energy**: -9.65 eV
**ΔE to the lowest compared entry with this formula, charge and spin**: 0.000 eV
**SMILES**: ClC(Cl)(Cl)Cl.SBc1ccccn1

The geometry in XYZ format:
```
19
Properties=species:S:1:pos:R:3:nbo_charge:R:1
S 4.110 0.344 2.076 -0.13
B 2.928 0.887 0.861 0.34
C 1.427 0.445 1.015 -0.10
C 0.949 -0.727 0.434 -0.25
C -0.375 -1.087 0.628 -0.17
C -1.160 -0.253 1.407 -0.28
C -0.612 0.905 1.928 0.04
N 0.656 1.262 1.742 -0.42
H 3.392 -0.671 2.577 0.14
H 3.311 1.564 -0.035 -0.04
H 1.611 -1.361 -0.149 0.22
H -0.775 -2.004 0.212 0.23
H -2.202 -0.490 1.599 0.22
H -1.218 1.572 2.538 0.20
C -2.410 -0.076 -3.368 -0.23
Cl -3.346 -1.495 -3.848 0.05
Cl -0.953 0.031 -4.360 0.05
Cl -3.386 1.377 -3.594 0.06
Cl -1.947 -0.222 -1.667 0.06
```


Record 5
Below is 7 unconnected molecules or ions with the total composition C75H168N3O4P4, with properties calculated with ωB97M-V/def2-TZVPD.

## Properties
**2S+1**: 1
**HOMO energy**: -12.78 eV
**Total charge**: +3

The geometry in XYZ format:
```
254
Properties=species:S:1:pos:R:3:lowdin_charge:R:1
P 11.847 -9.884 17.059 0.06
O 10.287 -9.953 17.468 -0.46
O 12.663 -9.716 18.391 -0.45
O 12.091 -8.586 16.251 -0.44
O 12.284 -11.182 16.277 -0.42
C 14.199 -5.527 23.523 -0.11
C 14.599 -6.379 22.414 -0.31
C 14.041 -6.088 21.054 -0.17
C 14.652 -6.974 19.933 -0.08
N 14.472 -6.444 18.524 -0.23
C 14.906 -7.519 17.509 -0.11
C 16.427 -7.450 17.449 -0.14
C 16.735 -6.082 17.999 -0.18
C 15.487 -5.314 18.201 -0.07
C 13.022 -6.080 18.179 0.03
H 14.242 -4.481 23.219 0.09
H 14.922 -5.599 24.336 0.10
H 13.162 -5.779 23.745 0.08
H 14.678 -7.441 22.645 0.11
H 15.646 -6.081 22.357 0.12
H 14.261 -5.070 20.734 0.11
H 12.964 -5.921 21.084 0.10
H 14.115 -7.910 19.783 0.11
H 15.689 -7.274 20.084 0.14
H 14.532 -7.095 16.577 0.11
H 14.483 -8.504 17.708 0.09
H 16.906 -7.687 16.499 0.12
H 16.881 -8.161 18.139 0.11
H 17.438 -5.615 17.310 0.13
H 17.285 -6.057 18.940 0.12
H 15.118 -4.882 17.271 0.14
H 15.365 -4.567 18.985 0.13
H 12.942 -5.084 18.612 0.10
H 12.356 -6.877 18.510 0.09
H 12.980 -5.878 17.108 0.09
C 12.088 -7.501 8.798 -0.07
C 11.992 -8.622 9.893 -0.23
C 13.257 -8.627 10.778 -0.17
C 13.010 -9.445 12.110 -0.05
N 14.319 -9.713 13.006 -0.24
C 15.605 -9.952 12.191 -0.06
C 15.292 -11.320 11.565 -0.17
C 14.527 -12.061 12.558 -0.19
C 14.086 -11.169 13.662 -0.05
C 14.472 -8.713 14.071 0.00
H 12.198 -6.567 9.348 0.06
H 11.151 -7.350 8.261 0.08
H 12.871 -7.686 8.062 0.08
H 11.888 -9.587 9.397 0.11
H 11.082 -8.619 10.494 0.09
H 13.412 -7.624 11.177 0.09
H 14.175 -8.853 10.234 0.11
H 12.676 -10.412 11.735 0.11
H 12.209 -9.273 12.828 0.11
H 16.423 -10.072 12.901 0.13
H 15.717 -9.009 11.655 0.13
H 16.158 -11.893 11.231 0.13
H 14.846 -11.158 10.584 0.12
H 15.257 -12.720 13.027 0.11
H 13.765 -12.569 11.968 0.12
H 14.831 -11.121 14.456 0.11
H 13.040 -11.098 13.961 0.09
H 13.739 -8.986 14.831 0.07
H 14.444 -7.787 13.497 0.11
H 15.461 -8.924 14.479 0.10
C 13.330 -16.768 14.178 -0.06
C 13.263 -15.299 13.570 -0.24
C 11.882 -14.743 13.523 -0.20
C 11.458 -14.098 14.832 -0.10
N 10.028 -13.478 14.820 -0.18
C 8.870 -14.418 14.258 0.00
C 7.644 -14.081 15.214 -0.15
C 7.971 -12.895 16.056 -0.13
C 9.528 -13.080 16.158 -0.12
C 10.218 -12.195 13.972 0.01
H 12.717 -16.863 15.075 0.05
H 14.348 -17.064 14.433 0.07
H 13.122 -17.524 13.421 0.08
H 13.722 -15.243 12.583 0.11
H 13.979 -14.662 14.089 0.07
H 11.178 -15.533 13.265 0.12
H 11.909 -14.002 12.723 0.10
H 12.135 -13.285 15.095 0.10
H 11.371 -14.885 15.580 0.12
H 8.695 -14.179 13.209 0.13
H 9.113 -15.470 14.408 0.12
H 6.774 -13.932 14.574 0.12
H 7.373 -14.890 15.893 0.12
H 7.839 -11.902 15.626 0.09
H 7.437 -12.893 17.006 0.11
H 10.025 -12.151 16.435 0.09
H 9.748 -13.857 16.890 0.12
H 11.068 -11.643 14.373 0.06
H 9.330 -11.572 13.863 0.06
H 10.450 -12.445 12.937 0.10
C 9.444 -5.325 22.328 -0.06
C 9.424 -6.499 21.283 -0.23
C 10.351 -7.653 21.563 -0.24
C 10.410 -8.727 20.454 -0.27
P 9.075 -9.924 20.263 1.11
C 9.544 -11.657 19.948 -0.29
C 8.475 -12.677 20.130 -0.25
C 8.989 -14.129 20.104 -0.21
C 7.753 -15.177 20.147 -0.07
C 8.326 -9.986 21.993 -0.24
C 9.172 -10.644 23.133 -0.21
C 8.751 -12.051 23.562 -0.30
C 9.578 -12.769 24.551 -0.11
C 7.758 -9.097 19.127 -0.21
C 6.365 -9.206 19.736 -0.27
C 5.240 -8.639 18.898 -0.28
C 3.861 -8.971 19.456 -0.11
H 8.939 -5.562 23.265 0.08
H 8.790 -4.561 21.909 0.06
H 10.400 -4.816 22.450 0.07
H 9.782 -5.983 20.392 0.09
H 8.461 -7.000 21.179 0.10
H 10.279 -8.105 22.552 0.10
H 11.401 -7.401 21.706 0.09
H 11.280 -9.351 20.249 0.06
H 10.447 -8.252 19.474 0.06
H 10.438 -11.702 20.571 0.08
H 9.982 -11.618 18.950 0.05
H 7.816 -12.521 19.275 0.10
H 7.826 -12.474 20.982 0.10
H 9.442 -14.372 21.065 0.09
H 9.728 -14.522 19.405 0.07
H 7.207 -14.918 21.055 0.07
H 8.232 -16.131 20.369 0.06
H 7.172 -15.349 19.241 0.06
H 7.341 -10.452 21.989 0.09
H 8.115 -8.957 22.283 0.07
H 9.052 -10.028 24.024 0.12
H 10.249 -10.611 22.972 0.09
H 8.910 -12.706 22.705 0.08
H 7.739 -12.149 23.954 0.13
H 9.695 -12.121 25.419 0.08
H 10.503 -12.860 23.982 0.07
H 9.206 -13.720 24.933 0.09
H 7.913 -9.577 18.160 0.08
H 8.147 -8.079 19.156 0.06
H 6.373 -8.809 20.751 0.11
H 6.074 -10.256 19.716 0.11
H 5.069 -9.127 17.938 0.11
H 5.402 -7.561 18.879 0.11
H 4.014 -9.892 20.019 0.07
H 2.993 -9.001 18.797 0.08
H 3.584 -8.400 20.342 0.08
C 13.414 -11.103 24.808 -0.07
C 13.715 -10.339 23.473 -0.25
C 13.549 -11.288 22.318 -0.23
C 14.142 -10.869 20.895 -0.24
P 14.116 -12.133 19.537 1.10
C 15.327 -11.670 18.163 -0.21
C 15.455 -12.541 16.895 -0.24
C 16.558 -13.566 16.856 -0.26
C 16.552 -14.438 15.587 -0.07
C 15.000 -13.601 20.253 -0.27
C 16.523 -13.529 20.695 -0.20
C 16.533 -13.254 22.282 -0.21
C 18.021 -13.389 22.825 -0.08
C 12.520 -12.996 19.149 -0.23
C 12.581 -14.251 18.161 -0.18
C 12.409 -15.673 18.837 -0.24
C 13.251 -16.728 18.132 -0.09
H 14.264 -11.782 24.883 0.07
H 12.489 -11.678 24.852 0.06
H 13.610 -10.508 25.700 0.08
H 14.728 -9.960 23.611 0.10
H 13.167 -9.405 23.350 0.09
H 12.510 -11.543 22.109 0.09
H 14.030 -12.231 22.577 0.08
H 15.099 -10.349 20.946 0.09
H 13.517 -10.098 20.444 0.03
H 16.243 -11.582 18.747 0.07
H 15.056 -10.629 17.989 0.05
H 15.687 -11.791 16.138 0.09
H 14.482 -12.899 16.558 0.09
H 16.472 -14.218 17.725 0.09
H 17.531 -13.115 17.053 0.12
H 16.365 -13.894 14.661 0.05
H 15.703 -15.120 15.653 0.06
H 17.526 -14.910 15.710 0.09
H 14.939 -14.427 19.545 0.06
H 14.287 -14.044 20.948 0.08
H 17.189 -12.794 20.242 0.09
H 17.000 -14.478 20.452 0.10
H 15.907 -14.010 22.754 0.10
H 16.134 -12.239 22.287 0.07
H 18.162 -14.252 23.476 0.07
H 18.231 -12.504 23.425 0.06
H 18.774 -13.531 22.050 0.07
H 11.967 -12.226 18.612 0.03
H 12.091 -13.231 20.123 0.08
H 13.578 -14.277 17.721 0.07
H 11.825 -14.087 17.394 0.06
H 11.359 -15.952 18.929 0.09
H 12.588 -15.632 19.911 0.10
H 14.301 -16.661 18.420 0.08
H 13.161 -16.744 17.046 0.04
H 12.898 -17.714 18.435 0.08
C 4.318 -6.278 15.396 -0.09
C 5.672 -5.794 14.936 -0.27
C 6.691 -6.869 15.092 -0.28
C 8.067 -6.420 14.633 -0.28
P 9.599 -7.269 15.185 1.09
C 9.613 -6.819 16.878 -0.30
C 9.562 -5.305 17.181 -0.21
C 8.312 -4.693 17.926 -0.22
C 8.617 -3.250 18.490 -0.08
C 10.966 -6.500 14.152 -0.22
C 10.527 -5.423 13.021 -0.25
C 11.729 -4.828 12.431 -0.29
C 11.293 -3.561 11.637 -0.07
C 9.113 -9.053 14.610 -0.18
C 9.149 -9.082 13.019 -0.24
C 7.823 -9.206 12.287 -0.24
C 7.000 -10.468 12.679 -0.08
H 4.174 -7.326 15.133 0.08
H 3.615 -5.584 14.936 0.08
H 4.085 -6.314 16.461 0.07
H 5.997 -4.863 15.399 0.11
H 5.635 -5.561 13.872 0.12
H 6.409 -7.755 14.523 0.10
H 6.773 -7.198 16.128 0.10
H 8.153 -5.430 15.082 0.08
H 7.994 -6.441 13.546 0.09
H 10.452 -7.327 17.354 0.05
H 8.775 -7.414 17.238 0.07
H 9.790 -4.730 16.284 0.10
H 10.377 -5.041 17.854 0.08
H 8.102 -5.281 18.819 0.08
H 7.469 -4.582 17.243 0.09
H 9.473 -3.310 19.162 0.07
H 7.624 -3.028 18.881 0.08
H 8.716 -2.519 17.688 0.07
H 11.615 -7.252 13.703 0.06
H 11.608 -5.921 14.816 0.07
H 9.960 -4.647 13.534 0.10
H 9.892 -5.891 12.269 0.11
H 12.364 -5.520 11.878 0.09
H 12.488 -4.562 13.166 0.11
H 10.751 -2.904 12.317 0.08
H 10.663 -3.779 10.775 0.08
H 12.220 -3.074 11.332 0.08
H 8.142 -9.172 15.091 0.08
H 9.783 -9.742 15.123 0.03
H 9.672 -9.922 12.562 0.08
H 9.698 -8.213 12.658 0.07
H 7.922 -9.112 11.206 0.12
H 7.269 -8.290 12.496 0.08
H 7.126 -10.843 13.695 0.05
H 7.287 -11.309 12.049 0.07
H 5.959 -10.342 12.380 0.08
```


Record 6
Below is a molecular structure, B2F8Sn, with properties calculated with ωB97M-V/def2-TZVPD.

## Properties
**2S+1**: 1
**HOMO energy**: -12.00 eV
**ΔE to the lowest compared entry with this formula, charge and spin**: 5.933 eV

The geometry in XYZ format:
```
11
Properties=species:S:1:pos:R:3:nbo_charge:R:1
Sn -1.610 0.695 -0.340 1.64
B 0.655 1.236 0.600 1.24
F -0.014 0.201 1.178 -0.51
F 1.763 0.652 0.080 -0.53
F -0.127 1.886 -0.337 -0.54
F 1.043 2.095 1.576 -0.51
B -0.314 -1.390 -0.601 1.27
F 0.570 -2.323 -0.928 -0.50
F 0.186 -0.129 -0.634 -0.51
F -1.489 -1.586 -1.334 -0.52
F -0.662 -1.337 0.740 -0.53
```


Record 7
Below is a single C8H12N4S2 molecule, with properties calculated with ωB97M-V/def2-TZVPD.

## Properties
**2S+1**: 1
**HOMO energy**: -9.48 eV
**ΔE to the lowest compared entry with this formula, charge and spin**: 0.037 eV
**SMILES**: N#CS[C@]1(N)CCCC[C@@]1(N)SC#N

The geometry in XYZ format:
```
26
Properties=species:S:1:pos:R:3:nbo_charge:R:1
C 0.524 -3.019 2.302 0.04
C -2.206 2.366 1.716 0.03
C 1.125 -0.265 -1.796 -0.40
C 0.471 1.121 -1.903 -0.38
C 1.339 -0.885 -0.431 -0.46
C -0.790 1.074 -0.954 -0.46
C 0.039 -0.808 0.416 0.23
C -0.305 0.642 0.466 0.15
N 0.594 -4.144 2.074 -0.33
N -2.377 3.490 1.585 -0.33
N -1.025 -1.624 -0.052 -0.84
N 0.669 1.373 1.159 -0.84
S 0.567 -1.338 2.399 0.09
S -1.888 0.733 1.742 0.13
H 0.512 -1.023 -2.407 0.20
H 2.006 -0.210 -2.311 0.22
H 1.308 1.875 -1.652 0.21
H 0.065 1.286 -2.832 0.22
H 1.624 -1.884 -0.524 0.23
H 2.239 -0.546 0.048 0.25
H -1.283 2.109 -1.120 0.25
H -1.525 0.456 -1.386 0.24
H -0.843 -2.584 -0.149 0.39
H -1.920 -1.520 0.404 0.39
H 0.472 2.320 1.064 0.39
H 0.610 1.006 2.140 0.39
```